No. 1
{
  "formula": "C53H57Cl2N10NiO",
  "method": "wB97M-V/def2-TZVPD",
  "max_force_ev_per_a": 2.3,
  "s2": 2.004,
  "total_charge": 1,
  "spin_multiplicity": 3,
  "orbital_gap_ev": [8.05, 7.33],
  "symbols": ["Ni", "Cl", "Cl", "O", "N", "N", "N", "N", "N", "N", "N", "N", "N", "N", "C", "C", "C", "C", "C", "C", "C", "C", "C", "C", "C", "C", "C", "C", "C", "C", "C", "C", "C", "C", "C", "C", "C", "C", "C", "C", "C", "C", "C", "C", "C", "C", "C", "C", "C", "C", "C", "C", "C", "C", "C", "C", "C", "C", "C", "C", "C", "C", "C", "C", "C", "C", "C", "H", "H", "H", "H", "H", "H", "H", "H", "H", "H", "H", "H", "H", "H", "H", "H", "H", "H", "H", "H", "H", "H", "H", "H", "H", "H", "H", "H", "H", "H", "H", "H", "H", "H", "H", "H", "H", "H", "H", "H", "H", "H", "H", "H", "H", "H", "H", "H", "H", "H", "H", "H", "H", "H", "H", "H", "H"],
  "positions_angstrom": [[-1.62434, -0.67364, 2.25312], [-2.14374, 3.45457, -4.25764], [0.60229, 2.72023, -4.74180], [-0.43891, 0.16325, 0.81109], [-1.51893, -4.52115, -4.33686], [5.41012, -3.77408, -2.99173], [-3.19691, 0.76108, 1.93743], [-2.62622, -2.01653, 0.90073], [-3.52033, 0.98408, -2.64675], [-0.12938, -2.15968, 2.69225], [0.37689, 5.80376, 1.83685], [-0.86773, 0.68419, 3.73569], [4.97798, 2.29536, 3.88927], [3.85616, 1.09600, -3.43991], [5.10861, 1.59230, -1.01287], [-0.13017, 1.12757, 5.97063], [-2.55471, -3.44656, -1.04564], [-0.71065, 2.00808, 3.48228], [-0.84325, -3.38232, -4.31919], [-4.30114, -1.01792, -3.68244], [0.15999, 0.68138, -0.32506], [1.19110, -1.96941, 2.72815], [-5.16447, 2.74244, 1.66181], [-0.52311, -3.45936, 2.74543], [0.77544, 5.02232, 0.83009], [3.43402, 1.38333, 2.32208], [6.16976, -3.25715, -2.02497], [0.07909, 2.46398, 5.70881], [3.17504, 1.62446, -2.41070], [-1.44796, 4.45745, 0.21934], [-5.47415, 1.04934, -4.02463], [-0.94425, 5.92284, 2.04043], [0.35452, -4.50659, 2.83856], [-0.17779, 2.87419, 4.40314], [-1.95819, -2.67119, -0.06232], [-0.46360, 0.26355, 4.93561], [-4.54739, 1.64904, -3.18338], [-3.92341, -3.66507, -0.99216], [-0.08686, 4.35627, -0.03457], [4.10240, -3.59908, -2.95647], [4.60189, 1.33592, 3.05466], [0.37344, -3.28008, -3.65565], [2.15849, -2.95777, 2.90554], [-3.85930, 1.25482, 3.00319], [3.46306, -2.87020, -1.94841], [4.24344, -2.34229, -0.93916], [-4.61934, -3.02111, 0.02614], [5.83945, 1.13131, -2.09096], [2.51938, 2.41459, 2.55385], [1.72743, -4.27578, 2.92647], [-1.08751, -5.58483, -3.64502], [3.74649, 1.85696, -1.17949], [0.85848, -4.39738, -2.99431], [2.93578, 3.44543, 3.42896], [5.14667, 0.85921, -3.26870], [5.61915, -2.53668, -0.98174], [-5.35001, -0.31053, -4.24419], [0.40147, -0.32738, -1.43221], [-1.87366, 5.28830, 1.24004], [-4.58914, 2.15339, 0.53973], [-3.37558, -0.31368, -2.90900], [4.20494, 3.37287, 4.00232], [-3.96320, -2.15849, 0.88062], [-4.82914, 2.23244, 2.89779], [-3.58958, 1.21544, 0.72219], [-0.94886, 2.17835, -4.05861], [0.08618, -5.55342, -2.91570], [1.01198, -1.19462, -1.14016], [6.27681, -2.04666, -0.27381], [1.53796, 2.32703, 2.10883], [2.38860, -2.74578, -1.91669], [-0.88325, -2.54118, -0.05343], [3.81638, -1.80669, -0.10189], [-4.09367, -2.06211, -3.88016], [3.06882, 0.58928, 1.68006], [-0.54293, 1.40004, -0.78907], [-0.52745, -0.84586, -1.68746], [1.81775, -4.40171, -2.49153], [3.17860, -2.60529, 2.92969], [-1.25095, 1.27404, -4.57175], [-3.05641, 0.83621, -0.14114], [-1.77650, -6.41700, -3.71113], [-1.58639, -3.59317, 2.59797], [1.45362, -0.92516, 2.58987], [-5.90412, 3.53004, 1.62147], [0.87544, 0.08155, -2.32843], [3.20441, 2.25907, -0.33476], [0.04472, -5.54243, 2.87050], [-4.62857, 2.68421, -2.88206], [-5.32042, 2.64771, 3.76757], [-1.89175, -3.86308, -1.79114], [5.56401, 1.79750, -0.05415], [1.84681, 4.94927, 0.68738], [4.55519, 4.05390, 4.76790], [5.36424, 0.59571, 2.83159], [-0.76658, 2.01784, -3.00188], [0.92470, -2.35057, -3.72194], [-4.41060, -4.33945, -1.68187], [-2.94042, 5.31499, 1.42919], [-1.31403, -2.53202, -4.80035], [-3.57448, 0.81785, 3.95096], [6.88327, 0.87307, -1.98017], [-4.51152, -1.62177, 1.64390], [-0.45300, -0.79835, 5.15353], [0.02808, 0.72572, 6.96276], [5.68342, 0.40457, -4.09275], [0.26259, 3.73009, -0.84386], [-5.68576, -3.19293, 0.07947], [-1.24928, 6.54020, 2.87490], [0.24246, 3.15375, 6.52456], [-2.21709, 3.94568, -0.34662], [-2.48519, -0.79695, -2.52971], [-0.99135, 2.28272, 2.47335], [1.06818, 1.24229, -0.06531], [-4.84112, 2.54796, -0.43367], [-6.03769, -0.84124, -4.89190], [0.40412, -6.43303, -2.37311], [-0.12868, 3.91147, 4.09394], [2.22017, 4.23619, 3.61497], [-6.30031, 1.61433, -4.43237], [3.54761, -3.96466, -3.81355], [2.46206, -5.03272, 3.16563], [2.10022, 1.63591, -2.54173], [7.24110, -3.39647, -2.09244]],
  "atomic_forces_ev_per_a": [[1.1, 1.1, -1.8], [-0.2, 0.1, 0.0], [0.0, -0.2, -0.1], [0.1, -0.5, 0.9], [-0.8, -0.1, 0.0], [0.6, -0.4, -0.3], [-1.0, 0.3, -0.1], [-0.4, -0.2, -0.4], [0.2, 0.1, 0.3], [-0.1, -1.5, 0.0], [-0.4, -0.3, 0.1], [0.6, 0.0, 0.2], [0.4, 0.2, -0.3], [-0.3, 0.1, 0.1], [-0.3, 0.5, -0.2], [0.7, -0.3, 0.2], [0.3, 0.1, 0.2], [-0.1, -1.4, -0.3], [0.2, -0.5, 0.5], [0.9, 0.3, 0.2], [-1.3, 0.0, 0.1], [-0.1, 1.1, 0.0], [-0.1, -0.7, -0.1], [-0.3, 0.9, -0.4], [0.0, 0.3, -0.2], [-1.6, 0.0, 0.2], [-0.6, 0.1, 0.0], [-1.1, -0.2, -0.3], [0.0, -1.1, -0.1], [0.1, 0.3, -0.1], [0.0, 0.1, 0.5], [0.5, 0.0, -0.2], [0.8, -0.9, 0.2], [-0.5, 1.0, 0.0], [0.3, 0.4, 0.1], [-0.5, 0.0, 0.5], [0.0, -0.6, 0.3], [0.6, 0.2, 0.4], [-0.5, -0.3, 0.2], [-0.2, 0.8, 0.2], [0.7, 0.3, -0.8], [0.1, 0.1, -0.3], [-0.9, 0.5, -0.6], [0.3, -0.4, -0.4], [0.2, -0.2, 0.2], [0.4, -0.1, 0.2], [-0.4, -0.2, -0.7], [-0.3, -0.4, 0.4], [1.5, 0.1, 1.0], [0.3, 1.0, 0.8], [-0.4, 0.9, -0.4], [0.7, 0.2, 0.3], [-0.1, -0.4, 0.5], [-0.7, -0.6, -1.1], [0.4, 0.1, 0.1], [0.2, 0.5, 0.0], [-0.1, -0.5, -0.4], [0.3, -1.2, 0.0], [-0.5, -0.6, 0.2], [0.1, 0.9, 0.4], [-0.8, 0.2, -0.5], [-0.8, -0.8, 0.9], [0.1, -0.3, 0.6], [0.0, 0.3, 0.5], [0.6, -0.4, 0.1], [0.7, 0.3, 0.0], [-0.1, -0.1, -0.4], [0.4, 0.4, 0.4], [-0.1, -0.2, 0.2], [0.0, 0.4, -0.1], [0.2, 0.2, -0.1], [0.0, 0.1, 0.0], [-0.2, 0.2, -0.1], [-0.3, -0.1, -0.1], [0.6, -0.2, -0.1], [0.2, 0.4, 0.0], [-0.2, 0.5, -0.2], [-0.3, 0.0, -0.2], [0.2, -0.4, 0.1], [-0.2, 0.1, 0.0], [0.1, -0.1, 0.1], [0.3, -0.3, 0.2], [0.0, -0.3, 0.3], [0.2, 0.0, 0.1], [0.0, 0.0, -0.3], [-0.3, 0.1, 0.0], [-0.3, -0.1, -0.1], [-0.4, 0.1, 0.0], [0.0, 0.1, -0.2], [0.2, -0.2, 0.2], [-0.2, -0.2, -0.1], [0.1, -0.1, 0.1], [0.1, 0.0, 0.0], [-0.2, 0.5, -0.3], [-0.2, -0.4, 0.3], [-0.3, -0.1, 0.0], [0.1, 0.0, 0.2], [-0.1, 0.1, -0.1], [0.1, 0.4, 0.2], [0.2, 0.0, -0.2], [-0.1, 0.2, 0.2], [0.1, 0.1, -0.1], [0.0, 0.1, 0.0], [-0.3, -0.1, -0.3], [0.1, -0.1, -0.1], [-0.1, 0.1, -0.2], [0.2, 0.1, 0.0], [0.0, 0.3, 0.3], [0.0, 0.1, 0.0], [0.4, 0.1, -0.2], [0.3, -0.1, -0.3], [0.0, -0.1, 0.2], [0.0, 0.3, 0.0], [0.2, -0.1, -0.1], [0.1, -0.4, -0.2], [-0.1, 0.1, 0.0], [0.1, 0.1, 0.1], [0.3, 0.0, 0.2], [0.4, 0.3, 0.2], [0.1, 0.0, -0.1], [0.0, -0.2, 0.1], [-0.2, -0.4, -0.4], [0.1, 0.7, -0.1], [0.0, -0.1, -0.1]],
  "mulliken_charge": [0.376, -0.165, -0.168, 1.302, -0.636, -0.622, 0.444, 0.600, 0.216, 0.497, -0.565, 0.719, -0.600, -0.467, -0.406, -0.831, -0.253, -0.691, -0.658, -0.967, 0.913, -0.586, -0.545, -0.528, -0.527, -0.805, -0.387, -0.662, -0.173, -0.089, -1.086, -0.535, -0.774, -0.532, -0.929, -0.412, -0.370, -0.100, -0.134, -0.179, -0.700, 0.226, -0.806, -0.592, 1.094, -0.593, -0.862, -0.567, 0.805, -0.421, -0.360, -0.448, 0.272, -0.632, -0.291, -0.437, -0.422, -0.102, -0.327, -0.457, 0.798, -0.540, -0.385, -0.759, -0.372, 0.976, -1.034, -0.201, 0.450, 0.462, -0.688, 0.787, 0.574, 0.561, 0.822, -0.854, -0.537, 0.265, 0.543, 0.218, 0.518, 0.425, 0.562, 0.688, 0.458, 0.501, 0.522, 0.474, 0.599, 0.454, -0.051, 0.494, 0.478, 0.400, 0.434, -0.861, 0.524, 0.512, 0.428, 0.521, 0.440, 0.440, 0.480, 0.451, 0.436, 0.398, 0.426, 0.436, 0.387, 0.462, 0.520, -0.019, 0.679, -1.113, 0.300, 0.412, 0.456, 0.584, 0.374, 0.432, 0.452, 0.474, 0.485, 0.377]
}



No. 2
{
  "formula": "C3H5N",
  "method": "wB97M-V/def2-TZVPD",
  "max_force_ev_per_a": 3.5,
  "total_charge": 0,
  "smiles": "CC1=NC1",
  "orbital_gap_ev": 10.75,
  "symbols": ["N", "C", "C", "C", "H", "H", "H", "H", "H"],
  "positions_angstrom": [[-1.65038, 0.92782, -0.06164], [0.91438, 0.64315, -0.01645], [-0.51540, 0.44803, 0.14094], [-1.54770, -0.55951, 0.00032], [-1.60801, -0.95384, -1.03326], [1.57216, 0.12782, 0.69452], [1.02155, 0.00396, -0.89807], [1.17468, 1.61788, -0.04806], [-2.03826, -1.18085, 0.74335]],
  "atomic_forces_ev_per_a": [[0.1, 1.1, 0.5], [-0.4, -3.5, 0.5], [-0.9, -0.7, 0.7], [0.0, -0.9, -1.8], [-0.2, -0.4, 0.7], [-0.6, 0.1, 0.3], [0.7, 0.7, -0.6], [1.0, 3.1, -0.8], [0.2, 0.4, 0.4]],
  "mulliken_charge": [-0.499, -0.956, 0.474, -0.288, 0.170, 0.293, 0.238, 0.339, 0.228]
}



Calculated ΔE to the lowest compared entry with this formula, charge and spin in order - 20.1 50.6 kcal/mol